C28H37BrCl5CrN3O3PSb | the ωB97M-V functional and the def2-TZVPD basis

Properties
**Lowest unoccupied orbital energy (alpha / beta)**: 0.017 / 0.017 Eh
**Relative energy (zero: lowest compared OMol25 entry of this formula, charge and spin)**: 36.32 kJ/mol
**2S+1**: 5
**E_tot**: -217155.0325 eV
**⟨S²⟩**: 6.019

```
80
Properties=species:S:1:pos:R:3:forces:R:3:lowdin_spin:R:1
Cr -0.213300 -0.253500 -0.317200 -0.91 -1.69 0.30 3.733
Cl 3.249000 -1.661200 -1.312000 0.32 -0.31 -0.29 0.006
C 2.940700 -0.024200 -0.904600 -0.74 0.41 0.05 0.020
C 1.606800 0.372500 -0.837300 1.67 0.85 -0.29 -0.006
C 1.413400 1.737800 -0.638300 0.60 -0.99 -0.11 0.031
Cl -0.292300 2.075000 -0.684900 -0.71 1.47 -0.06 0.020
C 2.397100 2.661600 -0.369600 0.42 0.14 0.10 -0.003
Cl 2.038100 4.303100 0.001100 -0.13 -0.03 -0.07 -0.004
C 3.721900 2.195900 -0.366000 -0.36 0.08 -0.06 0.025
Cl 5.003000 3.277700 0.003500 0.03 0.05 -0.02 0.008
C 3.989400 0.860400 -0.671200 0.02 0.05 0.03 -0.005
Cl 5.615700 0.312100 -0.725000 0.16 -0.05 -0.01 -0.004
Br -4.314300 -2.990300 -1.904100 -0.36 -0.41 -0.17 0.001
C -5.083500 -1.590400 -0.896400 0.25 0.07 0.06 0.001
C -6.460600 -1.530100 -0.778900 -0.04 -0.05 0.00 0.000
C -7.035900 -0.521200 -0.024600 0.07 0.07 0.03 0.001
C -6.235800 0.416200 0.616200 -0.20 0.00 0.04 0.000
C -4.862000 0.334300 0.509900 0.08 -0.09 -0.08 0.001
C -4.266500 -0.665100 -0.256600 -0.38 0.00 0.02 0.000
C -2.791600 -0.659100 -0.405200 0.61 -0.25 -0.90 0.015
O -2.245600 -1.036300 -1.459500 -0.03 0.22 0.02 0.039
O -2.094600 -0.212700 0.553000 -0.10 0.38 0.71 0.015
H -7.072500 -2.266800 -1.276800 -0.03 -0.05 -0.02 0.000
H -8.111700 -0.469300 0.061100 -0.06 0.01 0.00 0.000
H -6.688700 1.206700 1.198800 0.00 0.01 0.02 0.000
H -4.217300 1.048800 1.000300 0.02 0.04 0.06 0.000
C 0.366400 0.170300 4.925700 0.05 -0.18 -0.44 0.014
Sb -0.366200 -0.065300 2.883200 -0.38 0.68 1.12 0.026
C -0.639800 2.083800 2.694900 0.06 -0.33 0.02 -0.002
C -2.372000 -0.366700 3.667300 0.32 -0.07 -0.28 0.006
H -0.362100 0.695600 5.529600 -0.24 0.16 0.04 0.001
H 1.295100 0.725700 4.932300 0.26 0.11 0.00 0.000
H 0.539500 -0.803700 5.366000 0.09 -0.23 0.11 0.000
H -0.892100 2.487400 3.671100 -0.06 0.01 0.13 0.000
H -1.439800 2.295500 1.993200 -0.08 0.01 -0.08 0.000
H 0.276200 2.554200 2.347900 0.09 0.06 -0.08 0.000
H -2.661900 0.518200 4.227100 0.03 0.09 0.10 0.001
H -2.375000 -1.229400 4.326800 0.00 -0.11 0.12 0.000
H -3.074300 -0.526300 2.858400 -0.08 -0.04 -0.13 0.000
O 0.351600 -2.094600 0.318900 -0.12 0.23 -0.26 0.037
P 0.330700 -3.575500 0.136500 -0.02 -0.48 0.17 0.008
N 1.432500 -4.255800 1.170700 -0.60 0.16 -0.60 0.000
C 2.749900 -3.650300 1.350600 0.30 0.33 -0.19 0.000
C 3.556900 -4.665200 2.165800 -0.07 -0.16 0.00 0.000
C 2.718500 -5.945600 2.122000 -0.02 0.07 0.04 0.000
C 1.293100 -5.406700 2.039000 -0.12 -0.27 0.08 0.000
N -1.185200 -4.151400 0.488700 0.94 0.11 -0.17 0.001
C -1.813000 -5.358500 -0.035500 -0.03 -0.13 -0.37 0.000
C -2.836300 -5.751600 1.028400 0.05 0.11 -0.04 0.000
C -3.199300 -4.419200 1.684800 0.11 -0.11 0.00 0.000
C -1.887400 -3.641100 1.661500 -0.13 0.37 0.34 0.000
N 0.751900 -3.959100 -1.415900 -0.48 0.03 0.70 0.001
C 1.163300 -5.275200 -1.895400 0.32 -0.27 0.04 0.000
C 0.423500 -5.455500 -3.220000 0.11 0.12 0.03 0.000
C 0.356900 -4.023700 -3.747500 -0.01 0.00 0.09 0.000
C 0.084100 -3.208100 -2.487500 -0.17 0.40 -0.22 0.004
H 2.661900 -2.690800 1.869600 0.06 0.00 -0.10 0.000
H 3.204900 -3.467900 0.376100 -0.03 -0.01 0.22 0.000
H 3.674800 -4.327800 3.193700 0.02 0.03 0.06 0.000
H 4.545800 -4.816200 1.740900 0.10 0.03 0.06 0.000
H 2.877900 -6.574800 2.995900 -0.02 -0.09 -0.03 0.000
H 2.955700 -6.515300 1.221800 -0.06 -0.06 0.01 0.000
H 0.954500 -5.109700 3.039900 -0.09 -0.04 0.00 0.000
H 0.587500 -6.126500 1.627400 -0.09 -0.05 0.05 0.000
H -1.077000 -6.147500 -0.208000 -0.08 -0.05 -0.06 0.000
H -2.317100 -5.135500 -0.983700 0.09 -0.08 0.02 0.000
H -2.375500 -6.418900 1.756300 -0.01 -0.07 0.07 0.000
H -3.699800 -6.246300 0.589600 0.00 -0.11 0.02 0.000
H -3.575700 -4.547000 2.697300 -0.07 0.06 0.02 0.000
H -3.955100 -3.907700 1.091800 -0.05 0.09 -0.04 0.000
H -1.302500 -3.819200 2.572900 -0.05 -0.01 0.04 0.000
H -2.041700 -2.563700 1.570700 0.01 -0.04 0.07 0.000
H 0.932300 -6.057400 -1.169600 0.10 -0.04 -0.03 0.000
H 2.246800 -5.270400 -2.072200 -0.07 -0.13 0.07 0.000
H -0.582700 -5.837100 -3.048000 -0.07 -0.06 0.04 0.000
H 0.945100 -6.131700 -3.895400 -0.03 -0.06 0.03 0.000
H -0.420500 -3.880400 -4.494500 0.02 0.03 -0.06 0.000
H 1.316800 -3.741500 -4.181800 0.03 0.02 -0.03 0.000
H -0.991800 -3.130400 -2.300000 0.01 0.06 0.00 0.000
H 0.490900 -2.193800 -2.536100 -0.07 -0.06 -0.07 0.004
```
Forces are in eV/Å.

***

C28H37ClHfN4P2 | the ωB97M-V functional and the def2-TZVPD basis

Properties
**Lowest unoccupied orbital energy**: -0.338 Eh
**Net charge**: +2
**E_tot**: -67982.1619 eV

```
73
Properties=species:S:1:pos:R:3:forces:R:3:lowdin_charge:R:1
Hf 0.125650 0.104703 3.755798 0.30 2.15 3.81 1.116
C -2.007846 1.800441 -4.722458 -0.26 0.15 0.18 -0.103
C -2.104115 0.569752 -4.221689 -0.28 0.24 -0.10 -0.136
C -1.295792 -0.614497 -4.650267 0.34 -0.19 -0.15 -0.186
C 0.106247 -0.333403 -5.249914 0.04 -0.71 -0.02 -0.199
C 1.018163 0.515922 -4.404741 0.11 0.31 0.21 -0.120
C 1.101855 1.850465 -4.425828 0.15 -0.35 -0.13 -0.110
C 0.317033 2.752822 -5.341573 -0.19 0.19 0.08 -0.182
C -1.074498 2.264993 -5.808324 -0.08 0.58 -0.35 -0.194
C 1.796630 0.490766 5.102441 0.38 -0.60 0.06 -0.331
H -2.693932 2.597725 -4.389149 0.26 -0.56 0.12 0.108
H -2.882668 0.341766 -3.480975 0.22 0.18 -0.33 0.083
H -1.862765 -1.196112 -5.395853 0.07 0.09 0.23 0.124
H -1.173522 -1.283848 -3.785942 -0.01 0.05 -0.08 0.094
H 0.600026 -1.316013 -5.300333 -0.19 0.20 -0.31 0.110
H 0.008973 0.030625 -6.280000 0.21 -0.19 0.44 0.104
H 1.688113 -0.076941 -3.765362 -0.19 0.48 -0.03 0.092
H 1.831789 2.373666 -3.793923 -0.21 -0.37 -0.17 0.099
H 0.904265 2.967943 -6.249011 -0.03 -0.03 0.28 0.125
H 0.191890 3.720683 -4.836151 0.03 -0.16 -0.09 0.110
H -1.563138 3.154258 -6.239256 0.23 -0.37 -0.15 0.116
H -0.965831 1.534874 -6.620285 -0.24 0.33 0.32 0.104
H 1.544299 1.250153 5.863029 -0.04 -0.31 -0.19 0.014
H 2.730341 0.829618 4.629097 -0.13 -0.02 0.12 0.003
H 2.042108 -0.451210 5.623914 0.17 0.13 0.07 0.018
P 1.686202 -0.434565 1.845037 5.80 -0.53 -4.30 0.952
P -1.409001 -0.777486 1.861571 -5.47 -1.55 -4.92 0.979
N 2.768089 0.852398 1.202734 -1.66 -0.63 1.19 -0.243
N 2.921160 -1.716032 2.131993 -1.39 1.25 0.72 -0.229
N -2.236406 0.455907 0.795432 1.08 -0.55 1.49 -0.211
N -2.839718 -1.860372 2.117700 1.80 0.92 0.33 -0.242
C 0.920529 -1.049530 0.312342 -0.36 -0.13 0.00 -0.337
C -0.487933 -1.637016 0.535004 0.46 -0.23 0.02 -0.348
C 2.651495 2.192817 1.584908 0.68 0.58 -0.29 -0.155
C 3.600909 2.935737 0.904670 -0.54 -0.91 0.12 -0.049
C 4.308955 2.030242 0.040061 -0.96 -1.01 0.57 -0.036
C 3.761769 0.768137 0.227147 0.25 0.47 0.01 -0.107
C 3.820734 -1.650130 3.203055 0.50 -0.87 0.55 -0.135
C 4.488491 -2.860332 3.307265 -0.76 0.96 -0.30 -0.039
C 3.983808 -3.715409 2.280474 -1.31 1.06 -0.59 -0.034
C 3.002784 -3.002305 1.597759 0.46 -0.81 0.43 -0.123
C -2.437860 1.783017 1.179791 -0.03 0.83 -0.63 -0.150
C -2.793823 2.533673 0.072046 0.30 -0.44 0.57 -0.037
C -2.805817 1.655253 -1.049402 0.37 -1.19 1.05 -0.021
C -2.479486 0.392190 -0.570953 0.27 0.48 -0.60 -0.136
C -3.909210 -2.165479 1.271688 -0.47 -0.32 0.27 -0.101
C -4.772551 -3.026515 1.934505 1.53 0.88 -0.02 -0.035
C -4.197062 -3.284977 3.221921 0.51 0.34 -0.23 -0.057
C -3.016977 -2.578832 3.298912 -0.63 -0.17 0.06 -0.172
H 1.592393 -1.807552 -0.112311 -0.22 0.38 -0.06 0.083
H 0.919104 -0.185395 -0.369086 -0.17 -0.19 0.15 0.109
H -1.042316 -1.600353 -0.412913 0.11 -0.23 0.51 0.080
H -0.431741 -2.677962 0.874915 0.04 0.01 -0.15 0.101
H 1.879081 2.497101 2.280583 0.20 0.07 0.03 0.071
H 3.783925 3.998697 0.979915 -0.15 -0.15 0.09 0.112
H 5.120085 2.267790 -0.635911 -0.16 -0.05 0.11 0.116
H 3.960829 -0.187473 -0.227771 0.27 0.04 -0.03 0.116
H 3.877743 -0.770350 3.828635 0.18 -0.08 -0.26 0.089
H 5.231894 -3.132318 4.042399 0.00 0.21 -0.10 0.116
H 4.266580 -4.735158 2.072720 0.04 0.08 -0.03 0.115
H 2.324601 -3.300038 0.816481 0.25 -0.20 -0.06 0.098
H -2.274454 2.075953 2.200183 -0.18 0.12 0.00 0.037
H -3.011539 3.595936 0.028282 0.06 -0.28 0.24 0.118
H -2.996039 1.883416 -2.086287 -0.14 0.05 0.18 0.084
H -2.401561 -0.538612 -1.105324 -0.11 0.11 -0.12 0.095
H -3.958993 -1.745826 0.282426 -0.12 0.07 0.03 0.102
H -5.693217 -3.425955 1.551402 -0.06 0.00 -0.10 0.112
H -4.618730 -3.928003 3.980751 0.14 0.09 -0.02 0.113
H -2.270132 -2.516928 4.074129 -0.05 -0.08 0.22 0.084
Cl -0.565677 2.330352 4.203572 -1.20 -0.50 0.18 0.505
C -1.831270 0.661204 4.610136 -0.31 0.29 0.23 -0.304
H -1.996203 0.656091 5.705862 0.25 0.33 -0.42 0.040
H -2.776754 0.865840 4.098303 0.24 0.29 0.06 0.016
```
Forces are in eV/Å.

***

C28H37CoN9O4PSSi | the ωB97M-V functional and the def2-TZVPD basis

Properties
**Lowest unoccupied orbital energy (alpha / beta)**: -0.105 / -0.194 Eh
**Relative energy (zero: lowest compared OMol25 entry of this formula, charge and spin)**: 81.33 kJ/mol
**Net charge**: +1
**2S+1**: 6
**E_tot**: -116862.2618 eV
**⟨S²⟩**: 8.799

```
82
Properties=species:S:1:pos:R:3:forces:R:3:lowdin_spin:R:1
Co 1.495182 -0.374782 -0.290282 -0.88 0.31 0.76 2.659
N 2.160743 2.084944 2.925427 0.02 -0.24 -0.06 0.038
C 2.404494 0.894365 2.394285 0.16 -0.05 0.08 0.003
N 2.310745 0.974655 1.080680 -0.08 0.18 -0.41 0.071
C 2.000081 2.315031 0.848790 0.15 -0.26 0.63 0.039
N 1.890867 2.998500 1.977836 0.04 0.22 -0.25 0.136
C 2.348622 2.124280 -1.666019 -0.03 0.74 0.30 0.076
C 2.392841 3.004125 -2.906071 -0.18 -0.22 0.46 0.212
N 1.948309 2.644924 -4.051628 -0.04 0.22 -0.50 0.015
C 1.287984 1.466189 -4.163225 0.09 0.46 -0.16 0.351
C 1.066085 0.651611 -3.047843 0.17 -0.29 0.80 0.073
N 1.579611 0.897664 -1.867067 0.02 -0.06 -0.66 0.293
H 2.151624 2.351324 3.895955 0.00 -0.01 0.03 0.001
H 2.681149 0.018333 2.956302 -0.15 -0.01 0.06 0.000
H 2.846255 3.982764 -2.787515 0.08 -0.03 -0.03 0.007
H 0.934517 1.200125 -5.149006 -0.03 -0.11 0.04 0.016
H 0.477409 -0.257023 -3.131017 0.00 -0.01 -0.09 0.000
S 5.861761 0.175028 -0.914825 0.10 -0.43 0.14 0.011
C 4.581917 1.026782 -1.170918 -0.09 0.69 -0.20 0.010
N -0.484768 3.875603 -2.063605 0.20 0.08 -0.36 0.035
C 0.349273 4.613406 -1.281434 -0.10 -0.29 0.17 0.064
N 0.161492 5.954023 -1.286630 0.04 0.02 -0.14 0.030
N 1.236991 4.116000 -0.480539 0.39 0.33 -0.12 0.189
C 1.780535 2.886701 -0.441007 -0.49 -0.23 -0.48 0.385
N 3.735986 1.847110 -1.379248 -0.17 -0.47 -0.11 0.042
H -1.209061 4.336741 -2.587075 -0.09 -0.06 0.09 0.002
H -0.639331 2.907108 -1.842817 0.00 -0.01 0.17 0.002
H -0.385555 6.392385 -2.005832 -0.04 0.03 0.06 0.001
H 0.838989 6.515816 -0.800599 0.03 -0.03 -0.02 0.002
C -1.067857 -3.200635 2.128098 0.02 0.08 0.10 0.000
C -1.444564 -1.799714 2.607783 -0.33 0.62 -0.68 0.002
C -0.280977 -1.186794 3.387777 -0.06 -0.10 0.00 -0.001
C -2.685478 -1.863734 3.495315 0.13 -0.07 0.08 0.001
Si -1.666336 -0.697970 1.018753 -0.54 -0.54 0.82 0.018
O -0.220484 -0.684442 0.336488 1.16 0.20 -0.88 0.140
C -2.911264 -1.451258 -0.192606 0.33 0.22 0.26 0.002
C -2.551906 -1.559149 -1.536625 -0.07 -0.02 0.01 0.000
C -3.442790 -2.047230 -2.482131 0.06 -0.01 -0.04 0.000
C -4.710445 -2.453929 -2.091980 -0.01 -0.01 -0.05 0.000
C -5.084134 -2.360389 -0.759539 0.00 -0.01 0.04 0.000
C -4.192459 -1.857844 0.178377 -0.10 -0.01 -0.08 0.000
C -2.178516 1.075597 1.434399 0.13 -0.33 -0.12 0.003
C -1.416455 2.132925 0.935712 -0.08 -0.01 0.02 0.003
C -1.750842 3.454271 1.197068 0.04 0.06 -0.04 0.001
C -2.863231 3.744134 1.973840 0.02 -0.02 -0.03 0.000
C -3.642475 2.706889 2.467457 -0.04 0.00 0.03 0.000
C -3.304591 1.388536 2.196327 -0.05 0.07 0.00 0.001
H -0.829268 -3.842197 2.983652 -0.01 -0.04 -0.03 0.000
H -0.189507 -3.156059 1.479874 0.02 -0.07 0.00 0.000
H -1.886378 -3.661220 1.570588 0.02 -0.05 0.00 0.000
H -0.068956 -1.779166 4.284829 0.02 0.04 0.02 0.000
H -0.506322 -0.160746 3.692696 0.03 0.00 0.05 0.000
H 0.614880 -1.172323 2.763079 0.05 -0.02 0.04 0.000
H -2.487302 -2.500633 4.365049 -0.04 0.01 0.01 0.000
H -3.535371 -2.294841 2.966239 -0.03 -0.02 0.05 0.000
H -2.964834 -0.877136 3.867168 -0.02 -0.02 0.04 0.000
H -1.555994 -1.250219 -1.838190 0.00 -0.02 -0.02 0.000
H -3.148443 -2.109477 -3.522939 -0.02 -0.04 0.00 0.000
H -5.404945 -2.841229 -2.826066 -0.01 0.00 0.00 0.000
H -6.072435 -2.675436 -0.449917 0.00 0.00 -0.01 0.000
H -4.513980 -1.780279 1.209406 -0.02 0.02 -0.01 0.000
H -0.542559 1.915608 0.328494 -0.02 -0.03 0.06 0.003
H -1.133456 4.250628 0.797198 -0.06 0.02 0.14 0.000
H -3.125085 4.771775 2.189856 0.00 0.00 0.00 0.000
H -4.518291 2.925234 3.065189 0.00 0.01 0.00 0.000
H -3.940157 0.598761 2.578872 -0.01 0.01 0.00 0.000
C 0.755985 -4.546036 -0.899108 -0.19 -0.16 -0.02 0.001
O 1.484787 -3.521195 -1.602009 0.03 0.54 0.15 0.009
P 2.397831 -2.395889 -0.942209 0.82 -1.47 -0.24 0.026
O 3.044325 -3.210851 0.270375 -0.16 0.17 -0.09 0.009
C 3.953989 -2.600924 1.192435 0.06 0.02 0.05 0.001
O 3.618358 -2.364935 -1.977706 -0.16 0.22 0.27 0.014
C 3.480894 -2.242207 -3.394414 -0.06 -0.03 -0.12 0.001
H 0.775595 -5.426401 -1.536657 -0.01 0.04 -0.01 0.000
H -0.273032 -4.226386 -0.744055 0.03 0.07 0.00 0.000
H 1.231829 -4.781521 0.049177 0.01 0.06 0.00 0.000
H 3.814798 -3.086869 2.155307 -0.04 0.04 -0.02 0.000
H 3.767301 -1.527342 1.276137 0.00 0.01 0.03 0.001
H 4.976608 -2.751791 0.853049 -0.01 0.00 -0.06 0.000
H 4.485633 -2.273057 -3.806341 -0.02 0.04 0.01 0.000
H 3.005552 -1.296596 -3.666557 0.04 0.01 0.02 0.001
H 2.898017 -3.072076 -3.792058 0.00 0.01 0.03 0.000
```
Forces are in eV/Å.